DFT (wB97M-V/def2-TZVPD) results for a structure of composition C69H154As5F30N8 at a distorted geometry.

Each line ends with the Löwdin charge.
Atoms and positions in Å:
1 C 6.302 4.746 0.703  -0.07
2 C 4.957 3.970 0.725  -0.20
3 C 5.058 2.573 0.122  -0.14
4 N 3.897 2.135 -0.651  -0.26
5 C 2.687 2.195 0.164  -0.01
6 C 4.095 0.697 -1.047  -0.09
7 C 4.116 0.674 -2.568  -0.13
8 C 3.250 1.872 -2.968  -0.15
9 C 3.609 2.971 -1.952  -0.04
10 H 6.383 5.202 -0.332  0.10
11 H 7.190 4.171 0.946  0.08
12 H 6.292 5.466 1.477  0.06
13 H 4.327 4.570 0.093  0.10
14 H 4.548 4.041 1.695  0.09
15 H 5.182 1.857 0.901  0.10
16 H 5.829 2.478 -0.636  0.15
17 H 2.755 1.536 1.055  0.12
18 H 1.907 1.826 -0.441  0.10
19 H 2.450 3.191 0.395  0.07
20 H 3.308 0.160 -0.559  0.12
21 H 4.948 0.305 -0.617  0.10
22 H 3.610 -0.233 -2.948  0.09
23 H 5.079 0.730 -3.019  0.11
24 H 2.149 1.624 -2.879  0.13
25 H 3.450 2.193 -4.000  0.12
26 H 2.815 3.702 -1.748  0.13
27 H 4.622 3.436 -2.249  0.16
28 C -6.757 -3.254 -1.808  -0.08
29 C -6.833 -1.892 -2.476  -0.24
30 C -7.024 -0.769 -1.425  -0.07
31 N -6.636 0.614 -2.086  -0.27
32 C -7.487 0.683 -3.334  0.03
33 C -5.234 0.678 -2.533  -0.08
34 C -5.040 2.240 -2.537  -0.13
35 C -5.948 2.891 -1.503  -0.12
36 C -6.861 1.710 -1.090  -0.08
37 H -6.922 -4.120 -2.459  0.08
38 H -7.550 -3.259 -0.975  0.12
39 H -5.788 -3.318 -1.358  0.03
40 H -7.697 -1.817 -3.112  0.10
41 H -6.002 -1.761 -3.123  0.08
42 H -6.345 -0.951 -0.473  0.13
43 H -8.072 -0.637 -1.105  0.14
44 H -7.405 1.686 -3.595  0.09
45 H -8.532 0.492 -3.108  0.12
46 H -7.153 0.013 -4.090  0.06
47 H -5.160 0.226 -3.547  0.10
48 H -4.612 0.112 -1.873  0.11
49 H -5.323 2.561 -3.509  0.09
50 H -4.005 2.468 -2.429  0.09
51 H -6.538 3.691 -1.996  0.12
52 H -5.400 3.375 -0.671  0.10
53 H -7.945 1.865 -1.026  0.14
54 H -6.562 1.232 -0.149  0.13
55 C -2.350 -5.179 -0.839  -0.11
56 C -3.091 -5.236 -2.127  -0.24
57 C -2.428 -4.517 -3.320  -0.12
58 N -2.910 -4.762 -4.721  -0.25
59 C -4.401 -4.793 -4.780  0.05
60 C -2.365 -6.030 -5.336  -0.10
61 C -2.746 -5.902 -6.775  -0.13
62 C -2.656 -4.350 -7.050  -0.11
63 C -2.396 -3.762 -5.708  -0.14
64 H -2.939 -5.595 -0.066  0.07
65 H -1.989 -4.169 -0.591  0.07
66 H -1.424 -5.764 -0.973  0.07
67 H -4.112 -4.796 -2.038  0.10
68 H -3.162 -6.355 -2.352  0.13
69 H -1.310 -4.608 -3.208  0.13
70 H -2.577 -3.452 -3.126  0.14
71 H -4.833 -5.493 -4.094  0.11
72 H -4.623 -5.049 -5.811  0.10
73 H -4.789 -3.812 -4.627  0.10
74 H -2.635 -6.909 -4.671  0.16
75 H -1.326 -5.824 -5.165  0.12
76 H -3.684 -6.327 -7.009  0.10
77 H -1.973 -6.449 -7.306  0.12
78 H -3.626 -4.023 -7.466  0.10
79 H -1.886 -4.101 -7.816  0.13
80 H -2.921 -2.854 -5.595  0.09
81 H -1.357 -3.614 -5.508  0.11
82 C 1.117 -3.946 3.543  -0.06
83 C 2.179 -4.109 2.392  -0.20
84 C 1.700 -5.012 1.240  -0.08
85 N 2.828 -5.207 0.192  -0.24
86 C 2.278 -6.097 -0.969  -0.07
87 C 3.341 -6.226 -2.042  -0.16
88 C 3.990 -4.906 -2.543  -0.20
89 C 4.435 -4.055 -1.455  -0.20
90 C 3.355 -3.858 -0.379  -0.08
91 C 3.971 -5.914 0.815  0.01
92 H 0.275 -3.401 3.140  0.06
93 H 1.595 -3.426 4.341  0.05
94 H 0.769 -4.934 3.852  0.08
95 H 3.121 -4.383 2.875  0.10
96 H 2.339 -3.100 2.032  0.08
97 H 0.936 -4.637 0.643  0.11
98 H 1.354 -5.961 1.587  0.13
99 H 1.441 -5.562 -1.364  0.10
100 H 2.044 -7.086 -0.587  0.14
101 H 2.884 -6.708 -2.933  0.14
102 H 4.154 -6.891 -1.793  0.10
103 H 3.230 -4.462 -3.184  0.08
104 H 4.861 -5.137 -3.236  0.15
105 H 4.689 -2.958 -1.712  0.15
106 H 5.350 -4.474 -1.034  0.12
107 H 2.426 -3.353 -0.805  0.14
108 H 3.725 -3.191 0.434  0.12
109 H 3.584 -6.659 1.472  0.11
110 H 4.534 -5.152 1.374  0.11
111 H 4.633 -6.224 -0.049  0.11
112 C 3.580 -4.602 8.745  -0.08
113 C 4.606 -4.166 7.649  -0.22
114 C 6.025 -3.985 8.173  -0.11
115 N 7.021 -3.180 7.335  -0.25
116 C 8.437 -3.344 7.893  -0.10
117 C 8.995 -4.731 7.621  -0.17
118 C 8.995 -5.024 6.098  -0.17
119 C 7.500 -5.041 5.686  -0.17
120 C 6.908 -3.663 5.869  -0.11
121 C 6.747 -1.715 7.372  0.02
122 H 3.770 -5.631 9.148  0.10
123 H 2.552 -4.607 8.346  0.08
124 H 3.561 -3.987 9.590  0.05
125 H 4.242 -3.184 7.305  0.11
126 H 4.509 -4.881 6.803  0.12
127 H 6.480 -4.948 8.296  0.11
128 H 5.964 -3.442 9.085  0.13
129 H 8.321 -3.195 8.947  0.12
130 H 9.064 -2.499 7.435  0.17
131 H 8.416 -5.557 8.194  0.15
132 H 10.004 -4.731 7.963  0.11
133 H 9.583 -5.947 5.812  0.14
134 H 9.545 -4.196 5.582  0.13
135 H 6.994 -5.749 6.340  0.11
136 H 7.426 -5.307 4.589  0.14
137 H 5.837 -3.713 5.690  0.10
138 H 7.425 -2.873 5.238  0.15
139 H 7.049 -1.382 8.370  0.12
140 H 5.705 -1.477 7.227  0.11
141 H 7.340 -1.279 6.632  0.08
142 C 1.082 -1.603 -9.075  -0.09
143 C 0.531 -0.287 -8.692  -0.23
144 C -0.226 -0.277 -7.314  -0.13
145 N -0.485 1.008 -6.636  -0.23
146 C -1.356 1.874 -7.565  -0.10
147 C -1.808 3.202 -6.961  -0.15
148 C -2.685 2.867 -5.775  -0.18
149 C -1.912 1.985 -4.778  -0.15
150 C -1.297 0.751 -5.373  -0.09
151 C 0.814 1.684 -6.399  0.02
152 H 0.359 -2.361 -9.249  0.07
153 H 1.716 -1.893 -8.252  0.08
154 H 1.685 -1.562 -9.951  0.08
155 H -0.127 0.072 -9.470  0.11
156 H 1.332 0.434 -8.626  0.10
157 H 0.416 -0.797 -6.598  0.10
158 H -1.180 -0.895 -7.460  0.16
159 H -2.147 1.268 -7.942  0.10
160 H -0.802 2.221 -8.525  0.16
161 H -2.370 3.700 -7.753  0.13
162 H -0.997 3.767 -6.601  0.10
163 H -3.571 2.279 -6.118  0.11
164 H -3.042 3.664 -5.194  0.10
165 H -2.594 1.758 -3.912  0.12
166 H -1.104 2.672 -4.318  0.14
167 H -2.097 0.157 -5.745  0.10
168 H -0.609 0.288 -4.685  0.11
169 H 1.465 1.074 -5.854  0.07
170 H 0.631 2.520 -5.821  0.07
171 H 1.255 2.018 -7.363  0.13
172 C -4.681 6.073 2.543  -0.06
173 C -4.180 7.450 1.927  -0.21
174 C -2.993 8.027 2.700  -0.11
175 N -2.543 9.466 2.377  -0.25
176 C -3.429 10.596 2.842  -0.09
177 C -3.412 10.768 4.338  -0.17
178 C -2.015 10.924 4.785  -0.19
179 C -1.110 9.755 4.426  -0.16
180 C -1.149 9.598 2.932  -0.12
181 C -2.399 9.443 0.931  -0.02
182 H -5.361 6.316 3.345  0.07
183 H -3.766 5.526 2.890  0.08
184 H -5.106 5.443 1.780  0.06
185 H -5.082 8.065 2.033  0.11
186 H -4.003 7.225 0.888  0.09
187 H -2.140 7.402 2.572  0.12
188 H -3.312 7.966 3.726  0.13
189 H -4.467 10.428 2.522  0.15
190 H -3.028 11.369 2.263  0.12
191 H -3.926 9.965 4.873  0.13
192 H -4.075 11.644 4.535  0.15
193 H -1.985 10.989 5.881  0.13
194 H -1.487 11.779 4.281  0.14
195 H -1.409 8.886 4.932  0.10
196 H -0.074 9.891 4.732  0.13
197 H -0.592 8.776 2.546  0.13
198 H -0.703 10.497 2.480  0.15
199 H -3.326 9.337 0.358  0.12
200 H -1.809 8.587 0.660  0.10
201 H -1.913 10.339 0.571  0.12
202 C 1.980 3.698 3.666  -0.12
203 C 0.619 3.012 3.558  -0.21
204 C 0.635 1.641 4.396  -0.13
205 N -0.548 0.773 4.205  -0.28
206 C -0.279 -0.430 5.089  -0.09
207 C -1.541 -1.357 5.353  -0.14
208 C -2.654 -0.505 6.027  -0.15
209 C -2.971 0.632 5.034  -0.15
210 C -1.757 1.544 4.763  -0.07
211 C -0.715 0.410 2.791  0.02
212 H 2.824 2.959 3.519  0.07
213 H 2.133 4.168 4.654  0.08
214 H 2.038 4.569 2.945  0.09
215 H 0.418 2.755 2.451  0.11
216 H -0.090 3.709 3.978  0.09
217 H 0.764 1.814 5.455  0.13
218 H 1.528 1.099 4.108  0.12
219 H 0.075 -0.130 6.073  0.13
220 H 0.493 -1.020 4.559  0.12
221 H -1.213 -2.216 5.922  0.11
222 H -1.837 -1.791 4.412  0.08
223 H -2.233 -0.096 6.926  0.10
224 H -3.482 -1.153 6.220  0.11
225 H -3.719 1.268 5.529  0.13
226 H -3.422 0.272 4.119  0.09
227 H -1.409 1.967 5.760  0.16
228 H -1.950 2.322 3.999  0.13
229 H -1.535 -0.316 2.770  0.07
230 H 0.181 -0.076 2.444  0.11
231 H -0.980 1.240 2.167  0.08
232 As -5.238 -0.765 -6.685  0.80
233 F -4.833 -2.166 -7.580  -0.22
234 F -6.577 -1.530 -5.802  -0.26
235 F -5.439 0.679 -5.724  -0.25
236 F -3.849 0.038 -7.489  -0.27
237 F -6.341 -0.225 -7.893  -0.21
238 F -4.213 -1.319 -5.334  -0.29
239 As -1.514 4.148 0.008  0.80
240 F -3.245 4.137 -0.060  -0.25
241 F -1.602 5.871 -0.061  -0.26
242 F 0.239 4.356 0.044  -0.28
243 F -1.207 2.398 0.009  -0.27
244 F -1.403 4.143 -1.741  -0.27
245 F -1.668 4.017 1.817  -0.30
246 As 1.104 -2.150 -3.628  0.83
247 F 1.663 -3.102 -4.981  -0.25
248 F 2.688 -2.027 -2.866  -0.26
249 F 0.493 -1.228 -2.212  -0.27
250 F -0.478 -2.084 -4.364  -0.24
251 F 0.794 -3.677 -2.869  -0.25
252 F 1.619 -0.717 -4.566  -0.27
253 As -3.811 -1.841 1.295  0.80
254 F -3.762 -1.509 -0.443  -0.27
255 F -4.328 -3.462 0.999  -0.24
256 F -3.717 -2.083 3.003  -0.24
257 F -3.415 -0.117 1.550  -0.28
258 F -5.522 -1.375 1.402  -0.27
259 F -2.121 -2.386 1.177  -0.28
260 As 5.134 -0.715 3.034  0.77
261 F 6.193 -0.306 1.724  -0.24
262 F 6.444 -0.447 4.183  -0.26
263 F 3.979 -1.018 4.421  -0.32
264 F 3.804 -1.080 2.012  -0.26
265 F 5.561 -2.375 2.918  -0.25
266 F 4.600 0.978 3.067  -0.28

The calculation puts the HOMO-LUMO gap at 11.33 eV. The net charge is +3.